# C3H5NO2

C3H5NO2 as an isolated structure at a distorted geometry (ωB97M-V with the def2-TZVPD basis set, the Open Molecules 2025 dataset).

## Properties
Energy above the lowest of the compared OMol25 structures with the same formula, charge and spin, kJ/mol: 340.8
Total charge: 0
Kohn-Sham gap, eV: 10.530
HOMO energy, hartree: -0.373
Electronic energy, Eh: -322.4445

Cartesian coordinates (Å):
N 1.5537 -1.0844 -0.7297
C 0.7070 -0.4173 -0.0942
C -0.3938 -1.0792 0.5873
O -1.3176 0.0655 -0.4468
C -0.7071 1.3027 -0.1477
O 0.6737 0.9512 0.0780
H 2.2617 -0.4325 -1.0331
H -0.6009 -2.1211 0.2776
H -0.2969 -1.0366 1.7141
H -0.7333 2.0833 -0.9510
H -1.1464 1.7685 0.7455

---

# C10H20HgN2PS

C10H20HgN2PS as an isolated structure at a distorted geometry (ωB97M-V with the def2-TZVPD basis set, the Open Molecules 2025 dataset).

## Properties
Total charge: -1
Kohn-Sham gap (spin up / spin down), eV: 3.613 / 3.611
HOMO energy (spin up / spin down), hartree: -0.008 / -0.008
Electronic energy, Eh: -1395.3174

Cartesian coordinates (Å):
C -3.9322 0.9304 -0.5840
C -3.7161 0.1819 -1.8047
C -3.2974 1.1435 -2.8174
C -2.8650 2.3179 -2.0785
C -3.4011 2.1878 -0.7410
Hg -1.4596 0.4183 -1.9971
P -1.9300 -2.3021 -1.0009
H -4.4848 0.5459 0.2867
H -4.1087 -0.8125 -2.0191
H -3.4448 1.0469 -3.8870
H -3.4649 3.0021 -0.0132
H -2.4944 3.2417 -2.5159
H -1.0325 -3.3956 -1.1841
H -3.1464 -2.9441 -1.3713
H -2.1219 -2.2848 0.4196
C 1.4179 -1.8503 2.4801
C 2.1663 -1.7415 1.1725
N 1.3708 -1.1500 0.0629
C 1.3029 0.1467 -0.2644
S 1.0132 0.5778 -1.9103
N 1.4568 1.1206 0.6667
C 2.6501 1.2537 1.5730
C 3.9803 1.2451 0.8588
H 1.1286 -0.8701 2.8708
H 2.0736 -2.3363 3.2106
H 0.5181 -2.4655 2.3753
H 3.0882 -1.1612 1.2870
H 2.4526 -2.7424 0.8244
H 1.1131 -1.7818 -0.6987
H 1.1256 2.0218 0.3202
H 2.5038 2.2143 2.0806
H 2.5681 0.4735 2.3334
H 4.0723 2.1441 0.2396
H 4.7855 1.2640 1.5989
H 4.1122 0.3606 0.2263

---

# C39H60N10

A 8-piece molecular cluster, C39H60N10 overall at a distorted geometry (ωB97M-V with the def2-TZVPD basis set, the Open Molecules 2025 dataset).

## Properties
Total charge: 0
SMILES: CC(C)=Nc1cnc2ccccc2n1.CCCC#N.CCCC#N.CCCC#N.CCCC#N.CCCC#N.CCCC#N.CCCC#N
Kohn-Sham gap, eV: 8.194
HOMO energy, hartree: -0.289
Electronic energy, Eh: -2069.5705

Cartesian coordinates (Å):
C 3.9851 -2.7213 2.3905
C 3.4034 -2.3204 1.0792
C 3.8550 -3.0349 -0.1551
N 2.5438 -1.3564 0.9941
C 1.3143 -1.6184 0.4522
C 0.6930 -0.6108 -0.3815
N -0.4711 -0.7444 -0.9250
C -1.1286 -1.9283 -0.6492
C -2.4107 -2.1647 -1.1728
C -3.0970 -3.3075 -0.8808
C -2.5088 -4.2880 -0.0594
C -1.2562 -4.0902 0.4434
C -0.5407 -2.9057 0.1773
N 0.7063 -2.7376 0.7337
H 4.9490 -2.2396 2.5695
H 4.1667 -3.7954 2.3458
H 3.2741 -2.5192 3.1852
H 4.5799 -3.8141 0.0725
H 2.9958 -3.5163 -0.6216
H 4.3181 -2.3292 -0.8352
H 1.2473 0.3070 -0.5550
H -2.8650 -1.4182 -1.8120
H -4.0894 -3.4617 -1.2831
H -3.0252 -5.2010 0.1995
H -0.7938 -4.8339 1.0790
C -2.1611 -1.0125 4.5351
C -2.0281 -1.2503 3.0351
C -3.3415 -1.5932 2.3097
C -3.9355 -2.8175 2.8477
N -4.4079 -3.7807 3.2561
H -2.5220 -1.9088 5.0445
H -1.1885 -0.7626 4.9612
H -2.8439 -0.1948 4.7523
H -1.3242 -2.0700 2.8744
H -1.6063 -0.3621 2.5602
H -3.1302 -1.7783 1.2556
H -4.0718 -0.7913 2.4009
C -8.0888 2.1880 4.6981
C -8.1736 0.8989 3.8900
C -7.0216 -0.0683 4.1886
C -5.7240 0.5226 3.8687
N -4.7008 0.9699 3.6065
H -7.1828 2.7466 4.4596
H -8.9401 2.8328 4.4816
H -8.0881 1.9810 5.7698
H -8.1791 1.1333 2.8241
H -9.1125 0.3886 4.1092
H -7.1237 -0.9858 3.6070
H -7.0165 -0.3453 5.2441
C 0.5895 -0.9460 -4.4085
C 1.4782 0.1584 -3.8582
C 2.9595 -0.0274 -4.2129
C 3.4861 -1.2819 -3.6759
N 3.9010 -2.2652 -3.2535
H 0.8556 -1.9177 -3.9891
H -0.4517 -0.7633 -4.1597
H 0.6689 -1.0111 -5.4959
H 1.3706 0.2019 -2.7740
H 1.1534 1.1240 -4.2498
H 3.5559 0.7925 -3.8074
H 3.0995 -0.0379 -5.2952
C 2.7030 1.4703 2.8203
C 3.3148 1.7192 4.1911
C 2.6842 2.9194 4.9097
C 2.8601 4.1544 4.1443
N 2.9916 5.1140 3.5305
H 2.8643 2.3273 2.1643
H 3.1483 0.6003 2.3460
H 1.6266 1.2952 2.8926
H 4.3888 1.8841 4.0872
H 3.1888 0.8344 4.8177
H 3.1338 3.0636 5.8929
H 1.6140 2.7588 5.0521
C 4.1548 2.0973 -0.7579
C 5.5393 1.8693 -1.3456
C 6.0185 0.4289 -1.1187
C 6.0867 0.1279 0.3118
N 6.0980 -0.0920 1.4378
H 4.1544 1.9450 0.3205
H 3.8238 3.1132 -0.9445
H 3.4211 1.4116 -1.1946
H 6.2483 2.5657 -0.8994
H 5.5280 2.0779 -2.4163
H 7.0061 0.2680 -1.5524
H 5.3313 -0.2836 -1.5824
C -5.4245 -3.9692 -4.3634
C -5.2651 -4.0153 -5.8783
C -3.7952 -4.1841 -6.2864
C -2.9970 -3.0772 -5.7616
N -2.3931 -2.2186 -5.3000
H -4.9277 -3.1051 -3.9220
H -6.4786 -3.9098 -4.0907
H -5.0104 -4.8703 -3.9061
H -5.6756 -3.1055 -6.3191
H -5.8324 -4.8513 -6.2904
H -3.6857 -4.2221 -7.3705
H -3.3943 -5.1139 -5.8785
C 2.6182 7.2416 -0.3606
C 2.8284 7.5661 -1.8357
C 3.0124 6.3104 -2.6979
C 4.1801 5.5411 -2.2736
N 5.0777 4.9398 -1.8898
H 3.4827 6.7328 0.0663
H 2.4596 8.1538 0.2133
H 1.7475 6.6000 -0.2151
H 3.7008 8.2117 -1.9512
H 1.9691 8.1194 -2.2183
H 3.1415 6.5736 -3.7484
H 2.1342 5.6664 -2.6198

---

# C26H35N2OS

A 2-piece molecular cluster, C26H35N2OS overall at a distorted geometry (ωB97M-V with the def2-TZVPD basis set, the Open Molecules 2025 dataset).

## Properties
Total charge: +1
Kohn-Sham gap, eV: 6.050
HOMO energy, hartree: -0.362
Electronic energy, Eh: -1594.3553

Cartesian coordinates (Å):
C -6.2688 -2.0960 0.6046
N -5.5080 -1.8215 1.8160
C -6.1162 -2.3665 3.0175
C -4.1274 -1.5622 1.7840
C -3.6698 -0.2467 1.5362
C -2.3158 0.0403 1.5542
C -1.3819 -0.9986 1.6597
C 0.0791 -0.6443 1.4971
C 0.9602 -1.5180 0.7743
S 2.6269 -1.3774 1.1749
C 2.7475 -2.0137 2.8927
C 3.3016 -2.8295 0.2937
O 0.5252 0.4269 1.9482
C -1.8229 -2.2964 1.9743
C -3.1835 -2.5843 2.0211
H -5.8463 -1.5310 -0.2362
H -6.2889 -3.1705 0.3352
H -7.3090 -1.7751 0.7762
H -5.6433 -1.9132 3.8962
H -7.1799 -2.1018 3.0110
H -6.0323 -3.4638 3.1030
H -4.3982 0.5407 1.3562
H -1.9600 1.0710 1.4657
H 0.6304 -2.4066 0.2301
H 3.8015 -1.9649 3.1914
H 2.1381 -1.3709 3.5337
H 2.4014 -3.0531 2.9082
H 4.3903 -2.7717 0.3924
H 2.9164 -3.7440 0.7597
H 3.0129 -2.7603 -0.7588
H -1.0784 -3.0670 2.1892
H -3.5347 -3.5996 2.1941
C 4.7780 4.9976 -1.6759
C 5.4776 3.6706 -1.9562
C 4.8768 2.5237 -1.1442
N 3.4065 2.4625 -1.2371
C 2.7913 1.2747 -1.2185
C 1.4059 1.0499 -1.2906
C 0.8499 -0.2065 -1.4415
C -0.5522 -0.4182 -1.7233
C -1.1354 -1.7117 -1.6264
C -2.5019 -1.9012 -1.7652
C -3.3372 -0.8264 -2.0700
C -2.7861 0.4531 -2.2298
C -1.4204 0.6573 -2.0580
C 2.7071 3.7198 -0.9752
C 3.2701 4.8670 -1.8200
H 5.0305 5.3411 -0.6657
H 5.1481 5.7584 -2.3651
H 5.4039 3.4312 -3.0243
H 6.5423 3.7416 -1.7118
H 5.2852 1.5635 -1.4808
H 5.1472 2.6641 -0.0828
H 3.4613 0.4065 -1.2327
H 0.7457 1.9152 -1.2562
H 1.5084 -1.0767 -1.5068
H -0.4803 -2.5597 -1.4246
H -2.9135 -2.9058 -1.6173
H -4.4056 -0.9817 -2.2106
H -3.4277 1.3053 -2.4579
H -1.0087 1.6677 -2.1550
H 1.6322 3.6182 -1.1681
H 2.8457 3.9777 0.0928
H 2.7761 5.7974 -1.5245
H 3.0130 4.6938 -2.8728

---

# C13H26O16Tl

C13H26O16Tl as an isolated structure at a distorted geometry (ωB97M-V with the def2-TZVPD basis set, the Open Molecules 2025 dataset).

## Properties
Energy above the lowest of the compared OMol25 structures with the same formula, charge and spin, kJ/mol: 0.0
Total charge: +1
Kohn-Sham gap, eV: 4.224
HOMO energy, hartree: -0.462
Electronic energy, Eh: -1886.8768

Cartesian coordinates (Å):
Tl -0.3655 -0.3445 -0.8401
O 1.8802 -1.3862 -1.8599
H 2.6311 -1.0093 -1.3701
O -2.5342 -0.9881 -4.6725
C -1.2469 -1.3452 -4.5697
O -0.6457 -1.8196 -5.5337
O -0.5777 -1.0694 -3.5333
H -2.7288 -1.2428 -5.5933
C -0.7668 -2.5583 3.5648
O 0.2045 -3.4310 2.9728
C 0.8443 -2.8701 1.9514
O 0.6442 -1.7848 1.4611
O 1.8836 -3.6478 1.6766
C 2.9386 -3.0788 0.9022
H -1.5060 -2.2941 2.8140
H -0.3542 -1.6509 4.0068
H -1.2043 -3.1191 4.3869
H 2.7434 -3.2559 -0.1585
H 3.8207 -3.6638 1.1447
H 3.0754 -2.0084 1.0343
C 4.1030 1.6159 -1.3452
O 3.9819 1.8430 0.0677
C 2.9306 1.4064 0.7271
O 2.0487 0.6896 0.3014
O 2.9854 1.9186 1.9490
C 1.8437 1.7814 2.7913
H 4.3593 0.5643 -1.4507
H 4.8328 2.3269 -1.7119
H 3.1692 1.8194 -1.8687
H 1.0168 1.2188 2.3662
H 1.5465 2.7772 3.1109
H 2.1442 1.2409 3.6902
C 1.2132 4.3525 -1.8581
O 0.7240 4.5233 -0.5265
C -0.1726 3.6607 -0.0816
O -0.3745 2.5405 -0.4802
O -0.7951 4.1076 1.0006
C -0.7437 5.4969 1.3510
H 0.3579 4.1749 -2.5116
H 1.8951 3.5158 -1.9823
H 1.6898 5.2785 -2.1599
H -0.7589 6.1080 0.4530
H 0.1510 5.7113 1.9341
H -1.6066 5.7417 1.9627
C -3.4887 -3.2195 -2.5417
O -4.2945 -3.1497 -1.3700
C -3.7433 -2.5953 -0.3172
O -2.6305 -2.1068 -0.2427
O -4.6232 -2.6417 0.6650
C -4.2093 -2.1998 1.9448
H -4.0618 -3.6295 -3.3675
H -2.6235 -3.8572 -2.3613
H -3.1880 -2.2175 -2.8340
H -3.9205 -1.1506 1.8962
H -3.4407 -2.8274 2.3866
H -5.0534 -2.2513 2.6287

---

# C16H24N2NbO6S

C16H24N2NbO6S as an isolated structure at a distorted geometry (ωB97M-V with the def2-TZVPD basis set, the Open Molecules 2025 dataset).

## Properties
Total charge: -1
Kohn-Sham gap, eV: 6.561
HOMO energy, hartree: -0.173
Electronic energy, Eh: -1639.9078

Cartesian coordinates (Å):
C -2.7557 0.7204 3.1466
C -2.4305 -0.7026 3.5064
O -2.5715 -1.6204 2.4647
C -3.8838 -1.8570 2.0150
C -4.3251 -1.0849 0.8096
O -3.9351 -1.6602 -0.4024
Nb -2.1841 -1.5038 -1.3836
S -2.3219 -3.6063 -2.7666
H -2.2464 1.0089 2.2423
H -2.4701 1.3721 3.9577
H -3.8158 0.8425 2.9921
H -3.0338 -0.9955 4.3678
H -1.3942 -0.7618 3.7982
H -4.5916 -1.6857 2.8221
H -3.9458 -2.9044 1.7581
H -5.4143 -1.1080 0.8432
H -4.0465 -0.0457 0.8764
H -1.2544 -2.6129 -0.2436
H -0.4739 -1.1054 -1.8767
H -2.7177 -0.5317 -2.8618
H -1.8336 -0.1896 -0.2093
H -1.5855 -4.4738 -2.0973
C 2.5108 4.0985 -0.0024
C 1.7216 3.0923 0.5370
C 0.6193 2.6251 -0.1684
C 0.3420 3.1941 -1.3989
C 1.1045 4.2061 -1.9404
C 2.2018 4.6575 -1.2333
N -0.8187 2.6929 -2.1787
O -1.4485 1.7877 -1.6918
O -1.0405 3.2200 -3.2557
H 3.3736 4.4534 0.5454
H 1.9704 2.6646 1.4962
H -0.0094 1.8367 0.2232
H 0.8467 4.6228 -2.9014
H 2.8177 5.4456 -1.6441
C 3.8368 -2.6813 -2.3199
C 4.7182 -2.7936 -1.2509
C 4.4842 -2.0902 -0.0846
C 3.3668 -1.2827 -0.0199
C 2.4817 -1.1499 -1.0658
C 2.7229 -1.8622 -2.2265
N 3.0865 -0.5468 1.2282
O 3.8620 -0.6799 2.1589
O 2.0926 0.1493 1.2503
H 4.0163 -3.2431 -3.2266
H 5.5845 -3.4365 -1.3238
H 5.1518 -2.1673 0.7593
H 1.6083 -0.5256 -0.9753
H 2.0270 -1.7815 -3.0489

---

# C40H40Br3Ge2N3O2V

C40H40Br3Ge2N3O2V as an isolated structure at a distorted geometry (ωB97M-V with the def2-TZVPD basis set, the Open Molecules 2025 dataset).

## Properties
Total charge: +2
2S+1: 2
Kohn-Sham gap (spin up / spin down), eV: 7.555 / 5.970
HOMO energy (spin up / spin down), hartree: -0.483 / -0.420
<S²>: 0.937
Electronic energy, Eh: -14682.5169

Cartesian coordinates (Å):
V -2.0676 0.6714 0.4277
C -4.2351 1.8253 2.9321
C -3.7194 2.8228 1.9376
C -3.8061 4.1826 2.1866
C -3.3731 5.0899 1.2350
C -2.9280 4.6273 0.0078
C -2.8935 3.2663 -0.2044
N -3.2179 2.3646 0.7738
C -2.5907 2.6155 -1.4869
C -2.6691 3.1490 -2.7584
C -2.5926 2.2877 -3.8491
C -2.5109 0.9136 -3.6531
C -2.4273 0.4296 -2.3623
N -2.3979 1.2870 -1.3200
C -2.5107 -0.9581 -1.8960
C -2.4752 -2.0604 -2.7243
C -2.6734 -3.3102 -2.1723
C -2.9213 -3.4189 -0.8118
C -2.9330 -2.2862 -0.0194
C -3.2396 -2.3803 1.4479
N -2.7055 -1.0604 -0.5465
H -5.2754 2.0546 3.1672
H -3.6721 1.8648 3.8643
H -4.1991 0.8139 2.5333
H -4.2097 4.5197 3.1322
H -3.4086 6.1530 1.4357
H -2.6187 5.3105 -0.7722
H -2.8359 4.2088 -2.8996
H -2.6669 2.6845 -4.8529
H -2.5414 0.2346 -4.4945
H -2.3019 -1.9383 -3.7836
H -2.6548 -4.1932 -2.7989
H -3.1228 -4.3811 -0.3588
H -3.9619 -3.1735 1.6325
H -3.6644 -1.4501 1.8253
H -2.3448 -2.6191 2.0272
Br -1.3414 -0.2760 3.3083
C -0.5125 0.8946 4.6378
Br -0.7992 2.7621 4.3636
H 0.5490 0.6933 4.6023
H -0.9542 0.6108 5.5823
C 1.8750 -2.9960 2.7761
Ge 1.7925 -3.2776 0.8500
C 0.1603 -4.2905 0.5144
C 3.4006 -4.1310 0.1603
Ge 1.6757 -1.1853 -0.4943
C 0.9731 -1.5240 -2.2724
C 0.9656 -2.8536 -2.7004
C 0.7373 -3.1746 -4.0341
C 0.5196 -2.1632 -4.9581
C 0.5192 -0.8343 -4.5454
C 0.7446 -0.5167 -3.2140
C 3.1180 0.0875 -0.7093
C 2.8988 1.3557 -1.2496
C 3.9654 2.2107 -1.4823
C 5.2612 1.8045 -1.1818
C 5.4871 0.5489 -0.6372
C 4.4176 -0.3048 -0.3955
H 1.8067 -3.9864 3.2334
H 1.0270 -2.4067 3.1238
H 2.8082 -2.5367 3.1011
H 0.3380 -5.3135 0.8545
H -0.1343 -4.3180 -0.5327
H -0.6555 -3.8712 1.1030
H 3.4521 -5.1623 0.5142
H 4.2870 -3.6017 0.5105
H 3.4053 -4.1384 -0.9300
H 1.1641 -3.6535 -1.9971
H 0.7498 -4.2097 -4.3536
H 0.3651 -2.4079 -6.0021
H 0.3710 -0.0422 -5.2701
H 0.7575 0.5238 -2.9233
H 1.8967 1.7051 -1.4682
H 3.7864 3.1945 -1.8981
H 6.0940 2.4702 -1.3705
H 6.4955 0.2333 -0.3992
H 4.6074 -1.2841 0.0316
Br 1.4018 4.2146 0.4621
C 2.1372 2.8677 1.5618
C 3.2608 3.2062 2.2964
C 3.8893 2.2571 3.0915
C 3.4110 0.9560 3.1410
C 2.3063 0.6146 2.3828
C 1.6529 1.5566 1.5932
C 0.3982 1.1280 0.9446
O -0.6086 1.8635 1.0231
O 0.2238 -0.0275 0.3593
H 3.6433 4.2171 2.2480
H 4.7630 2.5384 3.6661
H 3.8990 0.2158 3.7635
H 1.9134 -0.3904 2.4174

---

# C2H7N2O

A 2-piece molecular cluster, C2H7N2O overall at a distorted geometry (ωB97M-V with the def2-TZVPD basis set, the Open Molecules 2025 dataset).

## Properties
Energy above the lowest of the compared OMol25 structures with the same formula, charge and spin, kJ/mol: 211.4
Total charge: +1
Kohn-Sham gap, eV: 11.808
HOMO energy, hartree: -0.594
Electronic energy, Eh: -264.8507

Cartesian coordinates (Å):
C 1.4680 0.3733 0.2794
C 0.1735 -1.6537 -0.3992
N 2.2888 0.9876 0.9038
N 0.3859 -0.2310 0.0344
O -2.2093 1.2055 -0.2477
H -0.4659 0.2678 -0.1408
H 0.6894 -2.3557 0.2248
H 0.3592 -1.8595 -1.4606
H -0.8771 -1.6874 -0.2790
H 2.9268 1.7849 0.6994
H -2.1158 2.2375 -0.1857
H -2.6235 0.9307 0.5711

---

Number 3 is which compound?
C39H60N10